# 1
Density functional theory data (ωB97M-V/def2-TZVPD) for a molecular structure, C34H25F6N2O4P2S5Sn at a distorted geometry.

Output
Total charge: +1
Energy relative to the best compared isomer or geometry (same formula, charge and spin) in eV: 0.371
LUMO level in Ha: -0.118
E in eV: -141719.4011
Maximum force in eV/A: 1.21
HOMO-LUMO gap in Ha: 0.287

CARTESIAN COORDINATES (ANGSTROEM)
Sn (0.77376, -1.87196, 0.61114)
S (1.91583, 0.50671, 0.40350)
P (0.79008, 2.12506, -0.10325)
C (-0.99064, 1.71661, -0.48049)
P (-1.45383, -0.07833, -0.50389)
S (-1.79393, 1.19509, 1.08870)
C (-1.74511, 2.62306, -1.38285)
C (-2.49798, 3.68879, -0.90233)
C (-3.23767, 4.46034, -1.78290)
C (-3.26292, 4.15416, -3.13342)
C (-2.52866, 3.08070, -3.60901)
C (-1.77460, 2.31948, -2.74028)
C (-3.01054, -0.12054, -1.44364)
C (-4.11412, 0.69712, -1.22108)
C (-5.24963, 0.52354, -1.99051)
C (-5.28953, -0.46123, -2.96616)
C (-4.19632, -1.28543, -3.18120)
C (-3.05633, -1.11335, -2.41952)
C (1.58202, 2.95320, -1.50191)
C (2.36041, 4.07891, -1.24930)
C (3.01997, 4.70112, -2.29393)
C (2.90527, 4.20351, -3.58173)
C (2.15858, 3.06132, -3.82439)
C (1.50927, 2.42276, -2.78515)
C (0.62980, 3.29700, 1.26686)
C (0.96677, 2.89229, 2.55258)
C (0.69744, 3.72991, 3.62033)
C (0.10565, 4.96379, 3.40618)
C (-0.20137, 5.37600, 2.11752)
C (0.05127, 4.54564, 1.04176)
H (-2.52997, 3.87625, 0.16225)
H (-3.81532, 5.29501, -1.41780)
H (-3.87085, 4.73175, -3.81307)
H (-2.56401, 2.81579, -4.65254)
H (-1.23048, 1.45741, -3.09708)
H (-4.08347, 1.45264, -0.44880)
H (-6.11424, 1.14780, -1.81572)
H (-6.18612, -0.59981, -3.54726)
H (-4.23954, -2.06674, -3.92432)
H (-2.18911, -1.74409, -2.56363)
H (2.45484, 4.45247, -0.24005)
H (3.62714, 5.57246, -2.10404)
H (3.40691, 4.70026, -4.39691)
H (2.09273, 2.66620, -4.82521)
H (0.96400, 1.50661, -2.95425)
H (1.43790, 1.93331, 2.70803)
H (0.94187, 3.41074, 4.61979)
H (-0.12346, 5.60658, 4.24316)
H (-0.65036, 6.34285, 1.95051)
H (-0.19439, 4.85389, 0.03320)
F (2.60362, -1.05496, 5.78034)
C (1.61575, -1.16457, 4.91119)
F (0.45770, -1.13241, 5.56015)
F (1.64688, -0.10724, 4.09543)
S (1.71348, -2.67476, 3.82214)
O (0.64435, -2.37382, 2.86758)
O (1.51765, -3.84377, 4.58308)
N (3.10580, -2.44135, 3.14643)
S (3.35220, -3.34390, 1.89376)
O (2.80379, -4.64705, 1.98547)
O (2.97696, -2.62991, 0.67392)
C (5.20359, -3.31759, 1.69424)
F (5.53043, -3.84406, 0.52085)
F (5.57973, -2.04816, 1.70291)
F (5.84942, -3.95621, 2.65458)
S (-1.66165, -6.02706, 2.25156)
C (-1.51445, -4.42569, 1.64769)
N (-0.61855, -4.23286, 0.73211)
C (0.04665, -5.39720, 0.43552)
C (1.07447, -5.53687, -0.49624)
C (1.65227, -6.77487, -0.66263)
C (1.20233, -7.88069, 0.06185)
C (0.17860, -7.76752, 0.97963)
C (-0.39108, -6.51664, 1.16769)
H (-2.13594, -3.63232, 2.02683)
H (1.40426, -4.66112, -1.04901)
H (2.46191, -6.90276, -1.36444)
H (1.66500, -8.84254, -0.09722)
H (-0.16218, -8.61871, 1.54667)

# 2
Density functional theory data (ωB97M-V/def2-TZVPD) for a molecular structure, C34H25HfIN4O2S2Si at a distorted geometry.

Output
Total charge: 0
Energy relative to the best compared isomer or geometry (same formula, charge and spin) in eV: 3.022
LUMO level in Ha: -0.057
E in eV: -84676.7389
Maximum force in eV/A: 2.77
HOMO-LUMO gap in Ha: 0.249

CARTESIAN COORDINATES (ANGSTROEM)
Hf (0.33016, 0.52115, 0.25175)
C (0.81435, -3.63691, 0.27628)
C (-0.03321, -3.18624, 1.42054)
N (-0.80403, -4.05523, 2.02192)
C (-1.58884, -3.66290, 3.02222)
C (-1.70304, -2.35785, 3.44755)
C (-2.65599, -2.00268, 4.56103)
O (-2.04221, -1.31920, 5.63465)
C (-0.91110, -1.37697, 2.79943)
C (-1.00718, 0.00481, 3.15762)
N (-0.46081, 0.95364, 2.46695)
C (-0.63487, 2.28633, 2.84413)
C (-1.86072, 2.78886, 3.29161)
C (-2.00165, 4.12730, 3.60654)
C (-0.92580, 4.99204, 3.49247)
C (0.29553, 4.52188, 3.03410)
C (0.42183, 3.18796, 2.70673)
I (2.28378, 2.44463, 1.93106)
C (-0.00340, -1.81169, 1.79633)
O (0.87647, -1.01373, 1.25234)
H (0.71544, -4.70877, 0.14412)
H (1.85841, -3.38553, 0.45435)
H (0.49449, -3.12793, -0.63566)
H (-2.17397, -4.44714, 3.48075)
H (-3.14185, -2.91924, 4.91521)
H (-3.43128, -1.32622, 4.19053)
H (-1.40295, -1.90410, 6.05910)
H (-1.55279, 0.24892, 4.07067)
H (-2.71186, 2.12460, 3.35045)
H (-2.96491, 4.49298, 3.92947)
H (-1.02836, 6.03551, 3.74835)
H (1.13120, 5.19353, 2.91724)
S (-0.67336, 2.73234, -0.41452)
C (-2.09233, 2.19790, -1.28960)
C (-2.69952, 3.12867, -2.12958)
C (-3.86155, 2.83454, -2.83350)
C (-4.41745, 3.78673, -3.71450)
N (-4.84637, 4.55892, -4.44597)
C (-4.46440, 1.57265, -2.66593)
C (-3.84473, 0.63762, -1.84819)
C (-2.65637, 0.90593, -1.17662)
S (-1.98238, -0.40860, -0.24205)
C (-5.67566, 1.21775, -3.29656)
N (-6.65918, 0.87203, -3.77432)
H (-2.23370, 4.09957, -2.23692)
H (-4.29209, -0.33561, -1.72475)
C (6.18008, -1.32110, -0.02174)
C (5.07006, -1.24948, 0.80131)
C (3.88906, -0.71181, 0.31867)
C (3.78286, -0.24978, -0.99167)
C (4.91686, -0.31857, -1.79846)
C (6.10212, -0.84922, -1.32184)
Si (2.11430, 0.40778, -1.67824)
C (1.67423, -0.69918, -3.18072)
C (0.86845, -0.22374, -4.21559)
C (0.57755, -1.01174, -5.31475)
C (1.07907, -2.30041, -5.39854)
C (1.86062, -2.79938, -4.37063)
C (2.14923, -2.00668, -3.27470)
H (7.10016, -1.74561, 0.35138)
H (5.12452, -1.62153, 1.81564)
H (3.03014, -0.66855, 0.98009)
H (4.86861, 0.04534, -2.81565)
H (6.96749, -0.90610, -1.96631)
H (2.53361, 1.71185, -2.30752)
H (0.47270, 0.78313, -4.16594)
H (-0.03456, -0.62400, -6.11643)
H (0.86815, -2.91292, -6.26338)
H (2.25403, -3.80507, -4.42905)
H (2.76889, -2.40549, -2.48274)

# 3
Density functional theory data (ωB97M-V/def2-TZVPD) for a molecular structure, C34H26BF4N3O5Rh.

Output
Total charge: -1
Energy relative to the best compared isomer or geometry (same formula, charge and spin) in eV: 1.854
LUMO level (spin up / spin down) in Ha: 0.088 / 0.010
E in eV: -64947.3101
Spin multiplicity: 5
Maximum force in eV/A: 1.00
HOMO-LUMO gap (spin up / spin down) in Ha: 0.242 / 0.220

CARTESIAN COORDINATES (ANGSTROEM)
Rh (-0.30813, 0.98683, -1.23737)
O (0.73482, -3.96645, 0.81477)
C (1.95842, -3.45895, 0.55858)
C (3.06038, -4.24673, 0.89062)
C (4.34631, -3.78563, 0.67267)
C (4.55961, -2.52679, 0.11355)
C (3.46927, -1.74540, -0.21502)
C (2.16392, -2.18734, -0.00086)
C (1.05936, -1.26734, -0.34241)
O (1.37072, -0.07552, -0.77089)
N (-0.17923, -1.64077, -0.13904)
N (-1.01989, -0.60116, -0.45343)
C (-2.28882, -0.48198, 0.05408)
C (-2.96592, 0.67393, -0.31698)
C (-4.30772, 0.98190, 0.00601)
C (-4.86291, 2.13311, -0.47212)
C (-4.11163, 2.99537, -1.29965)
C (-2.80434, 2.68798, -1.56543)
N (-2.22252, 1.58000, -1.06679)
H (0.07617, -3.29064, 0.52973)
H (2.87344, -5.22299, 1.32397)
H (5.18841, -4.41322, 0.94458)
H (5.56499, -2.16642, -0.06462)
H (3.60108, -0.75914, -0.64975)
H (-2.69626, -1.26147, 0.68409)
H (-4.86372, 0.29128, 0.63041)
H (-5.88780, 2.37931, -0.22662)
H (-4.54015, 3.90049, -1.71138)
H (-2.19174, 3.32201, -2.18944)
C (4.55376, -2.82748, 3.62452)
C (3.40248, -3.60129, 3.56529)
C (2.18008, -3.01308, 3.25231)
C (2.09090, -1.64590, 3.00080)
C (3.25870, -0.88139, 3.02971)
C (4.47831, -1.46610, 3.34361)
C (0.75246, -1.03096, 2.73419)
C (0.51973, 0.25245, 2.70413)
C (0.61454, 1.62284, 2.86939)
C (0.97612, 2.50067, 1.80840)
C (1.16170, 3.84790, 2.04910)
C (0.96953, 4.37369, 3.32862)
C (0.55993, 3.53779, 4.37165)
C (0.37037, 2.19114, 4.15486)
H (5.50393, -3.28031, 3.88101)
H (3.45286, -4.66846, 3.75756)
H (1.28164, -3.62162, 3.19533)
H (3.20367, 0.17858, 2.79894)
H (5.37548, -0.85530, 3.36714)
H (-0.05415, -1.74156, 2.53438)
H (1.14868, 2.09763, 0.81713)
H (1.44416, 4.50044, 1.22878)
H (1.12686, 5.43275, 3.50538)
H (0.38873, 3.94899, 5.36068)
H (0.04615, 1.53713, 4.95312)
O (-2.59160, 0.76049, -6.30662)
C (-3.01437, -0.02414, -5.27424)
C (-4.32587, -0.48701, -5.21162)
C (-4.75803, -1.25006, -4.13449)
C (-3.87825, -1.54512, -3.10358)
C (-2.56690, -1.07737, -3.18117)
C (-2.11068, -0.32087, -4.25720)
C (-0.63200, 0.04062, -4.35253)
O (-0.03238, -0.20504, -5.38659)
O (-0.10229, 0.61008, -3.30000)
H (-3.31408, 0.86338, -6.92493)
H (-5.01336, -0.24500, -6.01880)
H (-5.78148, -1.61059, -4.10688)
H (-4.20098, -2.13780, -2.25123)
H (-1.86084, -1.32012, -2.39862)
F (1.37436, 4.96740, -1.23438)
B (0.11763, 4.40287, -1.49378)
F (0.35245, 2.97268, -1.82923)
F (-0.72536, 4.42299, -0.35656)
F (-0.51871, 4.95977, -2.61481)